No. 1
Density functional theory data (the ωB97M-V functional and the def2-TZVPD basis) for the molecule C13H16BBr2NO8S at a distorted geometry.

Last columns: bonded neighbours and bond lengths (Å).
Atoms and positions in Å:
1 C -3.813 -2.041 -1.906  C2 1.617, H27 1.157, H28 1.140, H29 1.147
2 C -2.300 -1.952 -2.471  C1 1.617, O3 1.452, H30 1.142, H31 1.153
3 O -1.323 -1.583 -1.462  C2 1.452, B4 1.449
4 B -0.332 -0.660 -1.976  O3 1.449, O5 1.447, C6 1.660
5 O 0.191 -0.815 -3.317  B4 1.447, H32 0.981
6 C 0.302 0.578 -1.069  B4 1.660, C7 1.595, O12 1.478, C17 1.605
7 C -0.838 1.674 -0.862  C6 1.595, Br8 2.008, C9 1.425
8 Br -2.661 1.413 -1.662  C7 2.008
9 C -0.653 2.895 -0.152  C7 1.425, C10 1.594, Br11 2.004
10 C 0.733 3.306 0.520  C9 1.594, H33 1.139, H34 1.158, H35 1.142
11 Br -2.176 4.190 -0.018  C9 2.004
12 O 1.292 1.174 -1.990  C6 1.478, S13 1.691
13 S 2.867 0.892 -1.442  O12 1.691, O14 1.518, O15 1.497, O16 1.691
14 O 3.549 2.234 -1.636  S13 1.518
15 O 3.705 -0.122 -2.156  S13 1.497
16 O 2.398 0.563 0.149  S13 1.691, C17 1.480
17 C 1.057 -0.061 0.195  C6 1.605, O16 1.480, C18 1.640, C21 1.597
18 C 1.481 -1.642 0.097  C17 1.640, O19 1.474, H36 1.141, H37 1.149
19 O 2.393 -1.859 1.234  C18 1.474, O20 1.373
20 O 3.542 -2.403 0.715  O19 1.373, H38 0.988
21 C 0.379 -0.010 1.640  C17 1.597, C22 1.577, C26 1.539
22 C 1.142 0.653 2.850  C21 1.577, C23 1.561, H39 1.135
23 C 0.313 0.545 4.168  C22 1.561, C24 1.538, H40 1.150
24 C -1.064 -0.125 4.314  C23 1.538, N25 1.419, H41 1.146
25 N -1.717 -0.683 3.184  C24 1.419, C26 1.415
26 C -0.998 -0.614 1.968  C21 1.539, N25 1.415, H42 1.156
27 H -4.476 -2.242 -2.833  C1 1.157
28 H -3.947 -2.816 -1.081  C1 1.140
29 H -4.170 -1.033 -1.492  C1 1.147
30 H -2.341 -1.261 -3.380  C2 1.142
31 H -2.042 -3.004 -2.867  C2 1.153
32 H -0.420 -0.445 -3.989  O5 0.981
33 H 1.661 2.966 -0.045  C10 1.139
34 H 0.762 4.463 0.516  C10 1.158
35 H 0.701 3.003 1.621  C10 1.142
36 H 2.085 -1.880 -0.842  C18 1.141
37 H 0.582 -2.338 0.262  C18 1.149
38 H 4.306 -1.815 0.933  O20 0.988
39 H 2.165 1.138 2.765  C22 1.135
40 H 0.775 1.002 5.116  C23 1.150
41 H -1.583 -0.182 5.334  C24 1.146
42 H -1.528 -1.105 1.065  C26 1.156

Results
energy above the lowest of the compared OMol25 structures with the same formula, charge and spin	6.296	eV
Kohn-Sham gap	9.27	eV
maximum force	5.75	eV/Å
SMILES	CCOB(O)[C@]1(/C(Br)=C(\C)Br)OS(=O)(=O)O[C@@]1(COO)c1cccnc1



No. 2
Density functional theory data (the ωB97M-V functional and the def2-TZVPD basis) for the molecule C13H16Cl3FN2O.

Last columns: bonded neighbours and bond lengths (Å).
Atoms and positions in Å:
1 C -3.288 -0.532 2.301  H2 1.087, H3 1.088, H4 1.087, C5 1.527
2 H -3.945 0.330 2.387  C1 1.087
3 H -3.871 -1.374 1.937  C1 1.088
4 H -2.913 -0.777 3.291  C1 1.087
5 C -2.128 -0.224 1.357  C1 1.527, C6 1.526, H10 1.097, C11 1.538
6 C -1.298 0.942 1.886  C5 1.526, H7 1.088, H8 1.087, H9 1.088
7 H -0.924 0.719 2.883  C6 1.088
8 H -1.904 1.844 1.939  C6 1.087
9 H -0.447 1.141 1.239  C6 1.088
10 H -1.484 -1.109 1.299  C5 1.097
11 C -2.673 0.094 -0.046  C5 1.538, C12 1.511, H35 1.091, H36 1.092
12 C -1.564 0.383 -1.031  C11 1.511, O13 1.209, N14 1.365
13 O -1.348 1.466 -1.523  C12 1.209
14 N -0.791 -0.705 -1.321  C12 1.365, H15 1.008, C16 1.444
15 H -0.994 -1.597 -0.898  N14 1.008
16 C 0.378 -0.610 -2.163  N14 1.444, N17 1.428, H30 1.099, C31 1.538
17 N 1.600 -0.884 -1.476  C16 1.428, C18 1.387, H29 1.012
18 C 2.118 -0.039 -0.506  N17 1.387, C19 1.393, C23 1.398
19 C 1.786 1.308 -0.377  C18 1.393, C20 1.385, H28 1.078
20 C 2.397 2.093 0.587  C19 1.385, C21 1.383, H27 1.079
21 C 3.344 1.564 1.446  C20 1.383, C22 1.386, H26 1.078
22 C 3.686 0.225 1.342  C21 1.386, C23 1.376, H25 1.078
23 C 3.073 -0.546 0.380  C18 1.398, C22 1.376, F24 1.361
24 F 3.392 -1.866 0.286  C23 1.361
25 H 4.415 -0.227 1.995  C22 1.078
26 H 3.812 2.182 2.194  C21 1.078
27 H 2.118 3.132 0.667  C20 1.079
28 H 1.042 1.750 -1.019  C19 1.078
29 H 1.790 -1.864 -1.310  N17 1.012
30 H 0.387 0.418 -2.551  C16 1.099
31 C 0.245 -1.576 -3.352  C16 1.538, Cl32 1.770, Cl33 1.783, Cl34 1.772
32 Cl 1.647 -1.424 -4.420  C31 1.770
33 Cl 0.152 -3.255 -2.760  C31 1.783
34 Cl -1.235 -1.215 -4.257  C31 1.772
35 H -3.311 0.977 0.004  C11 1.091
36 H -3.265 -0.747 -0.413  C11 1.092

Results
Kohn-Sham gap	8.72	eV
maximum force	0.61	eV/Å
SMILES	CC(C)CC(=O)N[C@@H](Nc1ccccc1F)C(Cl)(Cl)Cl